This record from the OMol25 dataset describes a molecular structure, C35H35Br2N6O4S3Ti. The level of theory is wB97M-V/def2-TZVPD.

Summary:
**Multiplicity**: 1
**Highest occupied orbital energy**: -10.126 eV
**Total energy**: -9176.2336 Ha
**Gap between HOMO and LUMO**: 6.59 eV
**Net charge**: +1
**ΔE to the lowest compared entry with this formula, charge and spin**: 2.0961 eV

```
86
C35H35Br2N6O4S3Ti (wB97M-V/def2-TZVPD)
Ti 0.00 -0.04 0.12
C 2.00 2.73 1.70
C 0.76 1.95 1.99
N 0.85 0.64 2.04
N 0.00 0.09 3.01
C -0.35 -1.13 2.81
S -0.10 -2.02 1.36
S -1.24 -1.96 4.07
C -1.56 -0.63 5.24
C -2.75 0.25 4.94
C -3.87 -0.22 4.25
C -4.99 0.59 4.11
C -5.02 1.86 4.65
C -3.90 2.33 5.33
C -2.78 1.54 5.46
C -0.52 2.61 2.20
C -0.70 3.79 2.91
C -1.95 4.37 2.99
C -3.03 3.76 2.36
C -2.88 2.60 1.63
C -1.62 2.03 1.52
O -1.44 0.95 0.72
H 2.80 2.07 1.38
H 2.30 3.15 2.67
H 1.85 3.56 1.02
H -0.66 -0.03 5.35
H -1.72 -1.16 6.19
H -3.87 -1.22 3.85
H -5.86 0.20 3.58
H -5.90 2.48 4.56
H -3.91 3.33 5.76
H -1.91 1.91 6.00
H 0.14 4.25 3.41
H -2.09 5.28 3.55
H -4.02 4.21 2.44
H -3.71 2.13 1.12
Br -3.79 -1.08 0.82
C -3.01 -1.75 -0.76
C -3.78 -2.59 -1.56
C -3.21 -3.13 -2.70
C -1.89 -2.82 -3.00
C -1.22 -1.97 -2.15
N -1.76 -1.43 -1.05
C 0.21 -1.60 -2.39
O 0.83 -1.89 -3.37
O 0.71 -0.90 -1.37
H -4.80 -2.82 -1.27
H -3.78 -3.80 -3.33
H -1.38 -3.22 -3.86
Br 3.41 4.79 -3.37
C 2.50 3.50 -2.35
C 1.23 3.76 -1.87
C 0.61 2.79 -1.11
N 1.18 1.61 -0.84
C 2.40 1.36 -1.32
C 3.10 2.28 -2.07
H 0.73 4.70 -2.07
H -0.38 2.96 -0.71
H 2.82 0.39 -1.11
H 4.09 2.04 -2.43
C 6.53 -4.70 2.85
C 5.28 -3.91 3.02
C 4.43 -4.00 4.09
C 3.28 -3.18 4.08
N 2.99 -2.35 3.10
C 3.83 -2.24 2.05
S 3.59 -1.23 0.75
N 4.95 -3.04 2.04
C 2.31 -3.24 5.22
H 6.71 -5.32 3.73
H 7.39 -4.04 2.71
H 6.45 -5.35 1.98
H 4.64 -4.68 4.90
H 5.55 -2.94 1.23
H 2.58 -4.00 5.95
H 1.31 -3.44 4.84
H 2.28 -2.27 5.71
C -2.97 2.14 -3.78
C -1.92 1.13 -3.37
O -1.61 1.22 -1.98
H -3.17 2.07 -4.85
H -2.64 3.15 -3.55
H -3.91 1.95 -3.26
H -0.98 1.30 -3.89
H -2.25 0.11 -3.61
H -2.42 1.22 -1.45
```